{
  "formula": "C21H33F3O5PRuS5",
  "method": "wB97M-V/def2-TZVPD",
  "species": ["Ru", "S", "S", "S", "S", "S", "P", "F", "F", "F", "O", "O", "O", "O", "O", "C", "C", "C", "C", "C", "C", "C", "C", "C", "C", "C", "C", "C", "C", "C", "C", "C", "C", "C", "C", "C", "H", "H", "H", "H", "H", "H", "H", "H", "H", "H", "H", "H", "H", "H", "H", "H", "H", "H", "H", "H", "H", "H", "H", "H", "H", "H", "H", "H", "H", "H", "H", "H", "H"],
  "positions_angstrom": [[-1.025, -1.789, -1.828], [0.209, -3.761, -2.827], [-2.660, -1.164, -3.460], [0.143, -6.365, -1.347], [-1.292, -3.907, -0.392], [-4.021, -1.070, -1.872], [-0.101, -0.149, -0.060], [1.562, 1.891, -4.340], [0.981, 0.201, -5.572], [3.065, 0.624, -5.227], [-4.557, 0.280, -1.830], [0.601, -0.467, -3.004], [-4.993, -2.125, -2.040], [2.860, -0.558, -2.823], [-3.102, -1.323, -0.707], [3.505, -2.191, 0.426], [-2.236, 0.653, 1.578], [-0.266, -4.756, -1.491], [-0.008, 4.065, -1.864], [-3.122, 0.247, 2.770], [1.861, 0.601, -4.642], [-0.099, 1.564, -0.734], [1.697, -0.485, 0.206], [-2.276, -0.150, 3.977], [2.027, -1.984, 0.113], [1.794, -0.260, -3.357], [0.039, 4.068, -0.338], [-1.085, -1.495, 2.170], [0.407, 2.673, 0.205], [2.792, -0.867, 2.483], [-0.877, -0.087, 1.600], [3.809, -1.859, 1.901], [-1.416, 1.988, -1.396], [-1.136, 3.145, -2.369], [2.359, 0.173, 1.451], [-1.443, -1.405, 3.662], [-2.060, 1.733, 1.600], [-0.015, 2.554, 1.208], [-2.903, -0.320, 4.856], [-2.762, 0.429, 0.651], [0.957, 3.718, -2.248], [1.491, 2.598, 0.313], [-1.611, 0.684, 4.231], [-0.867, 2.732, -3.344], [-2.053, 3.723, -2.511], [3.795, -3.219, 0.203], [-3.756, -0.597, 2.478], [1.702, 0.898, 1.928], [4.082, -1.549, -0.246], [0.757, 4.807, 0.029], [1.807, -2.338, -0.894], [-0.212, -2.133, 2.030], [-1.998, -2.302, 3.950], [1.907, -1.403, 2.840], [-0.143, 5.080, -2.248], [2.146, -0.059, -0.695], [0.620, 1.445, -1.549], [3.239, 0.743, 1.130], [1.414, -2.588, 0.789], [4.817, -1.440, 1.992], [-0.941, 4.369, 0.048], [-2.135, 2.299, -0.636], [-0.192, 0.458, 2.257], [-0.526, -1.398, 4.260], [3.218, -0.366, 3.358], [3.801, -2.774, 2.501], [-1.886, 1.165, -1.933], [-3.799, 1.066, 3.021], [-1.891, -1.971, 1.607]],
  "e_homo_ev": [-1.4, -2.4],
  "spin_multiplicity": 6,
  "molar_mass_g_mol": 714.86,
  "de_lowest_kj_mol": 11.7,
  "total_charge": -2,
  "homo_lumo_gap_ev": [5.66, 6.65]
}